Entry 1:
Molecular formula: C2H3N4
Method: DFT, ωB97M-V/def2-TZVPD

The calculation puts the LUMO energy (spin up / spin down) at -0.336 / -0.326 Eh. The calculation puts the energy at -296.44327 Eh. The calculation puts the energy above the lowest of the compared OMol25 structures with the same formula, charge and spin at 114.26 kcal/mol. For the max |F|, the calculation gives 8.51 eV Å⁻¹. Its SMILES is C[n+]1nn2nc1-2. The charge is +1. The orbital gap (spin up / spin down) is 8.173 / 8.452 eV.

```
9
Properties=species:S:1:pos:R:3:forces:R:3:lowdin_charge:R:1
N -0.808 0.601 0.888 0.26 0.52 1.53 0.172
N -2.399 -0.415 -0.529 0.43 -1.13 -2.52 0.217
N -2.011 0.229 0.538 -1.29 2.26 3.71 0.086
N -0.042 0.134 -0.014 -7.60 -2.02 -3.27 -0.085
C 1.286 -0.015 -0.041 4.48 1.10 2.24 -0.004
C -1.161 -0.490 -0.820 3.75 0.49 0.86 0.239
H 1.738 0.641 0.751 -0.67 -0.42 -0.56 0.164
H 1.719 0.283 -0.919 0.73 0.98 -2.48 0.097
H 1.678 -0.968 0.146 -0.10 -1.79 0.50 0.113
```
Forces are in eV/Å.



Entry 2:
Molecular formula: C2H3N4O
Method: DFT, ωB97M-V/def2-TZVPD

The calculation puts the LUMO energy (spin up / spin down) at -0.260 / -0.260 Eh. The calculation puts the energy at -371.82381 Eh. The calculation puts the energy above the lowest of the compared OMol25 structures with the same formula, charge and spin at 113.13 kcal/mol. For the max |F|, the calculation gives 4.98 eV Å⁻¹. The charge is +1. The orbital gap (spin up / spin down) is 7.400 / 7.079 eV.

```
10
Properties=species:S:1:pos:R:3:forces:R:3:lowdin_charge:R:1
O 1.106 0.514 1.755 -0.32 0.42 -0.38 0.306
N -0.152 -1.940 -0.118 0.24 0.31 0.40 0.253
N -0.703 0.069 -1.180 -1.86 4.38 -1.47 0.109
N -0.058 1.746 0.083 -1.16 -0.65 -1.33 0.135
N -0.626 1.364 -1.158 -0.32 -0.17 0.27 0.104
C 0.620 0.923 0.790 1.34 -2.09 1.40 -0.189
C -0.128 -0.726 -0.489 2.54 -1.66 0.31 -0.203
H 0.737 -2.401 -0.201 -0.04 -0.88 0.78 0.157
H 0.202 2.689 0.205 0.08 1.78 -0.24 0.177
H -0.997 -2.236 0.312 -0.49 -1.44 0.27 0.152
```
Forces are in eV/Å.



Entry 3:
Molecular formula: C2H3N4S
Method: DFT, ωB97M-V/def2-TZVPD

The calculation puts the LUMO energy (spin up / spin down) at 0.055 / 0.068 Eh. The calculation puts the energy at -695.15941 Eh. The calculation puts the energy above the lowest of the compared OMol25 structures with the same formula, charge and spin at 66.36 kcal/mol. For the max |F|, the calculation gives 3.92 eV Å⁻¹. The charge is -1. The orbital gap (spin up / spin down) is 4.885 / 5.428 eV.

```
10
Properties=species:S:1:pos:R:3:forces:R:3:lowdin_charge:R:1
S -2.364 1.619 1.450 0.45 -0.91 -0.06 -0.047
N 1.096 -0.614 -0.703 -0.18 2.51 -3.01 0.043
N -0.353 1.250 -1.021 -1.56 1.11 -1.12 0.055
N -0.774 -0.558 0.493 -0.67 1.79 -0.59 -0.071
N 0.042 -1.467 1.009 -0.49 -1.58 1.10 -0.082
C -0.114 0.015 -0.532 1.82 -2.39 2.27 -0.565
C 1.122 -1.499 0.234 -2.20 -0.37 2.45 -0.370
H 1.843 -2.184 0.558 1.45 -0.77 -0.33 0.054
H -1.039 1.774 -0.454 0.65 -0.43 -0.37 -0.072
H 0.542 1.665 -1.034 0.73 1.05 -0.33 0.055
```
Forces are in eV/Å.



Entry 4:
Molecular formula: C2H3N5O
Method: DFT, ωB97M-V/def2-TZVPD

The calculation puts the LUMO energy at -0.024 Eh. The calculation puts the energy at -426.77756 Eh. The calculation puts the energy above the lowest of the compared OMol25 structures with the same formula, charge and spin at 175.74 kcal/mol. For the max |F|, the calculation gives 5.52 eV Å⁻¹. Its SMILES is [H]/N=c1/nnon1N=C. The orbital gap is 9.258 eV.

```
11
Properties=species:S:1:pos:R:3:forces:R:3:lowdin_charge:R:1
O 0.196 1.224 0.757 -2.74 2.68 -0.18 -0.138
N -1.709 1.071 -0.433 1.42 1.34 0.73 0.099
N -0.210 -0.056 0.795 4.18 -0.58 0.70 -0.152
N -2.054 -1.282 -0.169 1.67 -1.73 4.97 0.140
N -0.858 1.904 -0.116 -0.64 -1.61 -0.11 0.131
N 0.941 -0.749 0.220 2.50 1.09 -3.12 0.036
C -1.417 -0.229 0.161 -0.51 -0.47 -2.56 -0.504
C 1.935 -0.063 -0.471 -2.60 -2.21 2.35 0.018
H 2.140 1.084 -0.624 -0.77 -2.47 0.46 0.104
H 2.678 -0.859 -0.845 -1.14 1.63 0.59 0.083
H -1.642 -2.044 0.726 -1.38 2.34 -3.83 0.183
```
Forces are in eV/Å.



Entry 5:
Molecular formula: C2H3N5O
Method: DFT, ωB97M-V/def2-TZVPD

The calculation puts the LUMO energy at -0.029 Eh. The calculation puts the energy at -426.76219 Eh. The calculation puts the energy above the lowest of the compared OMol25 structures with the same formula, charge and spin at 185.39 kcal/mol. For the max |F|, the calculation gives 6.09 eV Å⁻¹. Its SMILES is [H]/N=c1\nnon1N=C. The orbital gap is 8.612 eV.

```
11
Properties=species:S:1:pos:R:3:forces:R:3:lowdin_charge:R:1
O -1.521 -0.454 1.268 -2.95 -0.84 -0.84 -0.011
N -2.128 -1.373 0.269 2.47 -1.92 1.41 0.135
N -0.539 0.060 0.539 2.33 3.06 3.95 -0.153
N 0.502 -0.383 -1.467 -0.04 -1.17 -5.88 0.093
N 0.346 0.788 1.338 -1.03 -0.19 -0.85 0.074
N -1.202 -1.701 -0.496 -3.37 1.44 -0.54 0.112
C -0.256 -0.620 -0.520 -0.85 -3.30 -1.74 -0.585
C 1.305 1.242 0.670 3.12 5.12 1.10 -0.061
H 0.039 -0.970 -2.458 2.22 1.80 4.13 0.189
H 1.920 2.237 1.267 -1.51 -3.62 -1.55 0.153
H 1.532 1.175 -0.410 -0.40 -0.38 0.81 0.053
```
Forces are in eV/Å.



Entry 6:
Molecular formula: C2H3N5O
Method: DFT, ωB97M-V/def2-TZVPD

The calculation puts the LUMO energy at -0.012 Eh. The calculation puts the energy at -426.86375 Eh. The calculation puts the energy above the lowest of the compared OMol25 structures with the same formula, charge and spin at 121.66 kcal/mol. For the max |F|, the calculation gives 5.09 eV Å⁻¹. Its SMILES is O/N=C\n1ncnn1. The orbital gap is 9.362 eV.

```
11
Properties=species:S:1:pos:R:3:forces:R:3:lowdin_charge:R:1
O 2.045 -0.892 0.245 4.71 0.06 -0.84 -0.192
N 2.276 0.543 -0.118 -4.87 -0.42 1.42 0.049
N -0.159 0.351 -0.080 -2.76 0.01 1.19 -0.129
N -0.372 -0.971 -0.197 -2.25 1.33 -0.16 0.061
N -1.439 1.089 0.156 4.36 0.35 -0.19 0.140
N -1.658 -1.132 -0.131 0.86 0.23 0.82 0.024
C -2.231 0.123 0.173 -3.19 -3.11 -1.88 -0.250
C 1.021 1.056 -0.078 3.29 -0.46 -1.31 -0.142
H 0.699 2.102 -0.255 1.40 -0.46 0.26 0.129
H -3.378 0.159 0.105 2.11 0.30 0.65 0.138
H 3.033 -1.352 0.216 -3.67 2.16 0.03 0.173
```
Forces are in eV/Å.



Entry 7:
Molecular formula: C2H3NO
Method: DFT, ωB97M-V/def2-TZVPD

The calculation puts the LUMO energy at 0.006 Eh. The calculation puts the energy at -207.84216 Eh. The calculation puts the energy above the lowest of the compared OMol25 structures with the same formula, charge and spin at 97.58 kcal/mol. For the max |F|, the calculation gives 1.12 eV Å⁻¹. Its SMILES is C=C=NO. The orbital gap is 10.358 eV.

```
7
Properties=species:S:1:pos:R:3:forces:R:3:lowdin_charge:R:1
O -0.374 -1.283 -0.080 -0.24 -0.50 0.04 -0.142
N -1.283 -0.260 0.615 0.86 -0.42 -0.58 0.067
C -0.518 0.700 0.416 0.28 -0.64 -0.22 -0.197
C 0.645 0.980 -0.126 -0.05 0.63 0.15 0.055
H 0.697 1.193 -1.186 0.05 0.38 0.09 0.074
H -0.717 -2.187 -0.093 -0.87 0.17 0.50 0.069
H 1.550 0.857 0.454 -0.02 0.37 0.02 0.074
```
Forces are in eV/Å.



Entry 8:
Molecular formula: C2H3NO
Method: DFT, ωB97M-V/def2-TZVPD

The calculation puts the LUMO energy at 0.029 Eh. The calculation puts the energy at -207.86512 Eh. The calculation puts the energy above the lowest of the compared OMol25 structures with the same formula, charge and spin at 83.17 kcal/mol. For the max |F|, the calculation gives 5.07 eV Å⁻¹. Its SMILES is CC1=NO1. The orbital gap is 9.826 eV.

```
7
Properties=species:S:1:pos:R:3:forces:R:3:lowdin_charge:R:1
O 0.325 1.240 -1.333 1.77 1.72 0.27 -0.008
N -0.853 0.270 -1.721 0.35 -1.49 3.03 0.198
C -0.170 0.277 -0.605 -1.89 1.23 -4.55 -0.507
C 0.124 -0.281 0.663 1.55 -1.09 2.11 -0.002
H 1.213 -0.210 1.044 -1.78 0.33 -0.97 0.136
H -0.563 0.023 1.455 0.08 0.30 -0.19 0.101
H -0.076 -1.318 0.498 -0.07 -1.01 0.31 0.082
```
Forces are in eV/Å.



Entry 9:
Molecular formula: C2H3NO
Method: DFT, ωB97M-V/def2-TZVPD

The calculation puts the LUMO energy at -0.008 Eh. The calculation puts the energy at -207.82152 Eh. The calculation puts the energy above the lowest of the compared OMol25 structures with the same formula, charge and spin at 110.53 kcal/mol. For the max |F|, the calculation gives 7.34 eV Å⁻¹. The orbital gap is 8.722 eV.

```
7
Properties=species:S:1:pos:R:3:forces:R:3:lowdin_charge:R:1
O 0.878 -1.665 -0.101 -5.94 -3.81 -2.02 0.000
N -0.563 1.781 0.567 -0.44 5.35 -2.84 0.064
C -0.479 0.890 1.216 0.37 -3.93 2.74 -0.173
C -0.361 -1.128 -0.348 3.18 0.72 0.22 0.069
H -1.033 -1.853 -0.725 -0.27 -2.09 -0.27 0.001
H -0.387 -0.070 1.617 0.00 -0.24 0.99 0.023
H 1.441 -0.996 0.053 3.08 4.00 1.19 0.016
```
Forces are in eV/Å.



Entry 10:
Molecular formula: C2H3NO2
Method: DFT, ωB97M-V/def2-TZVPD

The calculation puts the LUMO energy at 0.024 Eh. The calculation puts the energy at -283.25765 Eh. The calculation puts the energy above the lowest of the compared OMol25 structures with the same formula, charge and spin at 0.23 kcal/mol. For the max |F|, the calculation gives 0.57 eV Å⁻¹. Its SMILES is O=CNC=O. The orbital gap is 11.085 eV.

```
8
Properties=species:S:1:pos:R:3:forces:R:3:lowdin_charge:R:1
O 0.613 1.462 -1.076 -0.48 -0.12 0.29 0.046
O 0.498 -2.132 0.756 -0.12 0.44 -0.24 0.056
N -0.405 -0.089 0.271 0.09 -0.02 0.07 0.086
C 0.526 -1.115 0.108 0.04 -0.28 0.13 -0.294
C -0.282 1.154 -0.326 0.34 0.11 -0.17 -0.319
H -1.091 1.846 -0.024 0.13 -0.11 -0.10 0.135
H 1.275 -0.902 -0.670 -0.14 0.05 0.14 0.142
H -1.134 -0.224 0.961 0.14 -0.07 -0.11 0.147
```
Forces are in eV/Å.



Question: Look up the energy of the tenth one.
Answer: -283.25765 Eh



Question: energy above the lowest of the compared OMol25 structures with the same formula, charge and spin of number 9 (C2H3NO)?
Answer: 110.53 kcal/mol